# C4H7NO

A molecular structure, C4H7NO (ωB97M-V with the def2-TZVPD basis set, the OMol25 dataset).

XYZ file:
```
13
Properties=species:S:1:pos:R:3:forces:R:3
C 0.019 0.011 -0.036 1.03 -2.10 3.23
C -0.392 -1.030 -1.034 0.13 0.08 0.04
C -1.089 0.717 0.691 -0.03 0.09 -0.26
N 1.109 0.816 -0.437 1.50 1.52 -0.46
C 1.967 0.494 0.428 2.27 2.21 -2.64
O 3.093 0.518 0.816 -2.09 -0.84 0.58
H 0.897 -0.481 0.990 -2.81 -0.92 -0.64
H -0.740 -0.491 -1.922 0.00 0.06 -0.01
H -0.698 1.379 1.460 -0.04 -0.05 0.03
H 0.461 -1.632 -1.339 -0.07 -0.06 0.02
H -1.205 -1.655 -0.671 0.07 -0.05 0.04
H -1.814 0.019 1.106 0.07 -0.01 0.07
H -1.606 1.335 -0.051 -0.02 0.06 0.00
```
Forces are in eV/Å.

Molar mass: 85.106 g/mol
HOMO-LUMO gap: 9.65 eV
ΔE to the lowest compared entry with this formula, charge and spin: 75.5 kcal per mole
LUMO level: -0.2 eV
F_max: 4.12 eV/A